Record 1
The following is a quantum chemistry calculation of a single C3H4O3 molecule at a distorted geometry, from OMol25.

Calculated total energy = -9315.6098 eV
Energy relative to the best compared isomer or geometry (same formula, charge and spin) = 71.3 kcal/mol
LUMO level = 0.49 eV
Kohn-Sham gap = 0.3674 Ha
SMILES = C=COC(=O)O
Highest occupied orbital energy = -9.5 eV

Geometry (Å):
1 C 0.856 -0.974 -0.012
2 C 1.124 0.322 -0.185
3 O 0.178 1.284 0.067
4 C -0.961 0.550 0.366
5 O -1.443 0.474 1.452
6 O -1.367 -0.092 -0.740
7 H 1.482 -1.735 -0.445
8 H 0.087 -1.307 0.687
9 H 2.066 0.743 -0.503
10 H -2.022 0.735 -0.687

---

Record 2
The following is a quantum chemistry calculation of a single C3H4O3 molecule at a distorted geometry, from OMol25.

Calculated total energy = -9316.6894 eV
Energy relative to the best compared isomer or geometry (same formula, charge and spin) = 46.4 kcal/mol
LUMO level = -0.07 eV
Kohn-Sham gap = 0.3211 Ha
SMILES = O=C/C(O)=C\O
Highest occupied orbital energy = -8.8 eV

Geometry (Å):
1 O -2.098 0.521 -0.638
2 C -1.005 0.672 -0.116
3 C 0.007 -0.377 -0.251
4 O -0.384 -1.445 -0.978
5 C 1.112 -0.419 0.524
6 O 1.701 0.734 0.894
7 H -0.807 1.529 0.556
8 H -1.305 -1.238 -1.218
9 H 1.588 -1.324 0.874
10 H 1.189 1.347 0.353

---

Record 3
The following is a quantum chemistry calculation of a molecular structure, C3H4O3, from OMol25.

Calculated total energy = -9314.1369 eV
Energy relative to the best compared isomer or geometry (same formula, charge and spin) = 105.2 kcal/mol
LUMO level = 0.73 eV
Kohn-Sham gap = 0.3648 Ha
Highest occupied orbital energy = -9.2 eV

Geometry (Å):
1 O -0.509 -0.936 -1.502
2 C -1.118 0.084 -0.982
3 C -0.339 0.903 0.007
4 O 1.004 0.457 0.154
5 C 1.180 -0.602 0.962
6 O 0.321 -1.142 1.601
7 H -1.620 -0.706 -1.807
8 H -0.288 1.934 -0.356
9 H -0.876 0.886 0.962
10 H 2.244 -0.879 0.961

---

Record 4
The following is a quantum chemistry calculation of a single C3H4O3 molecule, from OMol25.

Calculated total energy = -9316.8229 eV
Energy relative to the best compared isomer or geometry (same formula, charge and spin) = 43.3 kcal/mol
LUMO level = 0.10 eV
Kohn-Sham gap = 0.3695 Ha
SMILES = O=CC(O)C=O
Highest occupied orbital energy = -10.0 eV

Geometry (Å):
1 O 1.083 0.273 1.740
2 C 1.164 -0.240 0.650
3 C 0.166 -0.002 -0.472
4 O -0.332 -1.256 -0.909
5 C -0.976 0.925 -0.059
6 O -1.469 1.717 -0.823
7 H 1.958 -0.975 0.407
8 H 0.667 0.443 -1.337
9 H -0.810 -1.671 -0.178
10 H -1.353 0.804 0.975

---

Record 5
The following is a quantum chemistry calculation of a molecular structure, C3H4O3Sc at a distorted geometry, from OMol25.

Spin multiplicity = 2
Calculated total energy = -30014.3122 eV
Energy relative to the best compared isomer or geometry (same formula, charge and spin) = 45.8 kcal/mol
LUMO level (alpha / beta) = -1.38 / -1.35 eV
Kohn-Sham gap (alpha / beta) = 0.2088 / 0.2487 Ha
Highest occupied orbital energy (alpha / beta) = -7.1 / -8.1 eV

Geometry (Å):
1 H 1.330 -1.832 -0.139
2 O -1.070 2.629 -0.201
3 O 1.456 -0.267 1.190
4 C 0.738 -1.126 0.478
5 C -0.381 -0.284 -0.791
6 O -1.603 0.376 -0.480
7 C -0.892 1.422 0.136
8 H -0.044 -1.625 1.089
9 H -0.687 -1.176 -1.359
10 H 0.323 0.209 -1.484
11 Sc 0.832 1.674 1.560

---

Record 6
The following is a quantum chemistry calculation of a molecular structure, C3H4O3Tm at a distorted geometry, from OMol25.

Spin multiplicity = 4
Calculated total energy = -38842.9517 eV
Energy relative to the best compared isomer or geometry (same formula, charge and spin) = 59.4 kcal/mol
LUMO level (alpha / beta) = -1.92 / -1.91 eV
Kohn-Sham gap (alpha / beta) = 0.2462 / 0.2554 Ha
Highest occupied orbital energy (alpha / beta) = -8.6 / -8.9 eV

Geometry (Å):
1 C -0.931 -0.088 0.890
2 O 1.360 0.986 -0.348
3 C 0.436 1.759 0.027
4 C -0.684 -1.236 -0.035
5 O -0.790 1.231 0.325
6 O 0.480 2.997 0.056
7 H -1.970 -0.085 1.266
8 H -1.201 -2.135 0.343
9 H -0.276 -0.144 1.780
10 H 2.438 -1.981 -2.789
11 Tm 1.139 -1.304 -1.513

---

Record 7
The following is a quantum chemistry calculation of a molecular structure, C3H4O3Yb at a distorted geometry, from OMol25.

Calculated total energy = -40829.8236 eV
Energy relative to the best compared isomer or geometry (same formula, charge and spin) = 41.6 kcal/mol
LUMO level = -9.53 eV
Total charge = +2
Kohn-Sham gap = 0.3450 Ha
Highest occupied orbital energy = -18.9 eV

Geometry (Å):
1 C -1.220 0.954 -0.242
2 C -1.252 -0.433 0.096
3 O -0.225 -1.175 0.330
4 C 1.121 -0.791 0.203
5 O 1.446 0.395 0.444
6 O 1.878 -1.638 -0.271
7 H -1.268 1.055 -1.336
8 H -2.178 -0.901 0.449
9 H -2.125 1.418 0.190
10 Yb 3.938 -0.247 0.092
11 H -0.115 1.363 0.045

---

Record 8
The following is a quantum chemistry calculation of a molecular structure, C3H4O3Yb at a distorted geometry, from OMol25.

Spin multiplicity = 2
Calculated total energy = -40808.2455 eV
Energy relative to the best compared isomer or geometry (same formula, charge and spin) = 98.3 kcal/mol
LUMO level (alpha / beta) = -16.87 / -16.81 eV
Total charge = +3
Kohn-Sham gap (alpha / beta) = 0.2547 / 0.2571 Ha
Highest occupied orbital energy (alpha / beta) = -23.8 / -23.8 eV

Geometry (Å):
1 C -0.880 -1.208 0.547
2 C -2.089 -1.026 -0.171
3 O 0.325 -1.546 -0.096
4 H -0.898 -1.562 1.581
5 H -2.791 -0.530 -0.841
6 H -2.388 -1.985 -0.612
7 H 0.703 -2.367 0.249
8 O -2.052 1.135 0.551
9 C -0.845 1.064 0.677
10 O 0.201 1.439 0.230
11 Yb 1.767 0.101 -0.901

---

Record 9
The following is a quantum chemistry calculation of a single C3H4O4 molecule at a distorted geometry, from OMol25.

Calculated total energy = -11364.7310 eV
Energy relative to the best compared isomer or geometry (same formula, charge and spin) = 29.5 kcal/mol
LUMO level = -0.01 eV
Kohn-Sham gap = 0.3793 Ha
SMILES = O=C(O)C(=O)CO
Highest occupied orbital energy = -10.3 eV

Geometry (Å):
1 O -0.032 -1.949 -0.209
2 C -0.589 -1.178 0.510
3 O -0.794 -1.539 1.792
4 C -0.593 0.349 0.107
5 O -1.456 1.126 0.367
6 C 0.662 0.647 -0.733
7 O 0.835 1.942 -1.252
8 H -0.500 -2.394 1.846
9 H 1.581 0.386 -0.128
10 H 0.433 0.052 -1.662
11 H 0.452 2.558 -0.640

---

Record 10
The following is a quantum chemistry calculation of a gas-phase ion, C3H4O4P (charge -1) at a distorted geometry, from OMol25.

Calculated total energy = -20655.8738 eV
Energy relative to the best compared isomer or geometry (same formula, charge and spin) = 16.6 kcal/mol
LUMO level = 3.95 eV
Total charge = -1
Kohn-Sham gap = 0.2450 Ha
SMILES = C/C(O)=C(\[O-])OP=O
Highest occupied orbital energy = -2.7 eV

Geometry (Å):
1 C 1.829 0.206 0.198
2 C 0.391 -0.031 -0.014
3 O 0.007 -1.383 -0.121
4 C -0.459 0.998 0.134
5 O -0.266 2.202 0.182
6 O -1.887 0.599 0.529
7 P -2.754 -0.772 0.419
8 O -3.212 -1.023 -0.996
9 H 1.924 1.309 0.122
10 H 2.448 -0.363 -0.522
11 H 2.138 -0.189 1.135
12 H -0.159 -1.553 -1.065

---

Record 11
The following is a quantum chemistry calculation of a single C3H4O5 molecule at a distorted geometry, from OMol25.

Calculated total energy = -13408.5808 eV
Energy relative to the best compared isomer or geometry (same formula, charge and spin) = 121.4 kcal/mol
LUMO level (alpha / beta) = -0.16 / -0.16 eV
Kohn-Sham gap (alpha / beta) = 0.2420 / 0.2424 Ha
Highest occupied orbital energy (alpha / beta) = -6.7 / -6.8 eV

Geometry (Å):
1 C 1.249 -1.009 0.467
2 C -0.016 0.396 -1.216
3 C -0.832 0.643 1.185
4 O 0.241 -0.157 0.024
5 O 0.840 -0.058 -2.118
6 O -1.799 -0.226 1.354
7 O -0.917 1.166 -1.360
8 O -0.426 1.547 1.814
9 H 0.613 0.354 -2.965
10 H -2.235 -0.068 2.213
11 H 1.056 -2.034 0.192
12 H 2.226 -0.556 0.410

---

Record 12
The following is a quantum chemistry calculation of a molecular structure, C3H4O5Rb at a distorted geometry, from OMol25.

Spin multiplicity = 2
Calculated total energy = -14067.4360 eV
Energy relative to the best compared isomer or geometry (same formula, charge and spin) = 0.0 kcal/mol
LUMO level (alpha / beta) = -0.97 / -0.98 eV
Kohn-Sham gap (alpha / beta) = 0.1410 / 0.2169 Ha
Highest occupied orbital energy (alpha / beta) = -4.8 / -6.9 eV

Geometry (Å):
1 C 1.575 -0.559 -2.270
2 C 2.834 -0.552 -1.611
3 O 3.006 -0.978 -0.418
4 O 1.302 0.113 -3.295
5 H 0.751 -1.045 -1.697
6 H 3.674 -0.060 -2.133
7 H -1.994 2.097 0.477
8 O -3.468 0.757 1.540
9 C -2.171 0.636 1.707
10 O -1.631 -0.327 2.221
11 O -1.476 1.584 1.130
12 Rb 1.542 -1.751 2.300
13 H -3.943 0.085 2.048

---

Record 13
The following is a quantum chemistry calculation of 2 unconnected molecules or ions with the total composition C3H4O6S at a distorted geometry, from OMol25.

Calculated total energy = -26293.7872 eV
Energy relative to the best compared isomer or geometry (same formula, charge and spin) = 47.2 kcal/mol
LUMO level (alpha / beta) = 6.57 / 6.44 eV
Total charge = -2
Kohn-Sham gap (alpha / beta) = 0.1823 / 0.1913 Ha
Highest occupied orbital energy (alpha / beta) = 1.6 / 1.2 eV

Geometry (Å):
1 C 2.459 -0.776 -0.072
2 C -0.060 1.466 -0.354
3 C -0.082 0.212 0.309
4 O 2.843 -1.406 0.870
5 O -2.205 -1.136 0.981
6 O 2.844 -0.204 -1.065
7 O -0.796 -2.217 -0.721
8 O -2.190 -0.248 -1.330
9 O -0.110 0.200 1.764
10 S -1.372 -0.920 -0.269
11 H -1.141 1.912 -0.475
12 H 0.627 2.118 0.069
13 H 0.121 1.316 -1.459
14 H -0.937 -0.316 1.752

---

Record 14
The following is a quantum chemistry calculation of a single C3H4OP2 molecule at a distorted geometry, from OMol25.

Calculated total energy = -23793.1032 eV
Energy relative to the best compared isomer or geometry (same formula, charge and spin) = 142.2 kcal/mol
LUMO level (alpha / beta) = -1.10 / -1.15 eV
Kohn-Sham gap (alpha / beta) = 0.2391 / 0.2375 Ha
Highest occupied orbital energy (alpha / beta) = -7.6 / -7.6 eV

Geometry (Å):
1 C -0.018 -1.807 -0.073
2 C 0.179 1.583 0.127
3 C -0.749 0.673 0.127
4 O -2.071 0.681 0.148
5 P 1.929 0.971 -0.095
6 P 1.496 -1.103 0.181
7 H -0.654 -2.380 0.709
8 H 0.047 2.673 0.047
9 H -2.546 0.244 -0.559
10 H 2.388 -1.535 -0.612

---

Record 15
The following is a quantum chemistry calculation of a molecular structure, C3H4OS at a distorted geometry, from OMol25.

Calculated total energy = -16055.7817 eV
Energy relative to the best compared isomer or geometry (same formula, charge and spin) = 53.7 kcal/mol
LUMO level = -0.03 eV
Kohn-Sham gap = 0.3318 Ha
Highest occupied orbital energy = -9.1 eV

Geometry (Å):
1 C 0.171 0.032 -0.187
2 C -0.839 1.130 -0.010
3 C -1.853 -0.121 -0.006
4 H -1.077 1.936 -0.630
5 H -0.868 1.448 1.164
6 H -2.668 -0.221 -0.644
7 H -2.327 -0.465 0.823
8 O -0.718 -1.096 0.014
9 S 1.738 -0.011 0.025

---

Record 16
The following is a quantum chemistry calculation of a molecular structure, C3H4OS at a distorted geometry, from OMol25.

Calculated total energy = -16055.4648 eV
Energy relative to the best compared isomer or geometry (same formula, charge and spin) = 61.0 kcal/mol
LUMO level = 0.03 eV
Kohn-Sham gap = 0.3433 Ha
Highest occupied orbital energy = -9.3 eV

Geometry (Å):
1 C -1.956 0.111 -0.067
2 C -0.617 0.285 0.053
3 C 2.030 -0.352 0.075
4 H -2.243 -0.969 -0.342
5 H -2.492 1.019 -0.023
6 H -0.266 1.236 0.033
7 H 2.966 -1.030 0.785
8 O 2.083 0.905 -0.305
9 S 0.493 -1.207 -0.208

---

Record 17
The following is a quantum chemistry calculation of a single C3H4OS molecule at a distorted geometry, from OMol25.

Calculated total energy = -16056.9519 eV
Energy relative to the best compared isomer or geometry (same formula, charge and spin) = 26.7 kcal/mol
LUMO level = -0.67 eV
Kohn-Sham gap = 0.3061 Ha
SMILES = CC(=O)C=S
Highest occupied orbital energy = -9.0 eV

Geometry (Å):
1 C -0.266 -0.489 -0.469
2 C 0.837 0.349 0.112
3 O 1.981 0.500 -0.218
4 C 0.705 0.976 1.455
5 S 0.493 0.189 2.842
6 H -0.875 0.276 -1.005
7 H -0.889 -1.061 0.177
8 H 0.189 -1.168 -1.347
9 H 1.105 2.010 1.460

---

Record 18
The following is a quantum chemistry calculation of a single C3H4OS molecule, from OMol25.

Calculated total energy = -16054.1791 eV
Energy relative to the best compared isomer or geometry (same formula, charge and spin) = 90.6 kcal/mol
LUMO level (alpha / beta) = -0.84 / -0.94 eV
Kohn-Sham gap (alpha / beta) = 0.2856 / 0.2389 Ha
Highest occupied orbital energy (alpha / beta) = -8.6 / -7.4 eV

Geometry (Å):
1 C 0.730 -0.058 0.010
2 C 1.529 0.942 0.121
3 C -0.278 -0.961 -0.024
4 O -2.769 0.294 -0.759
5 S -2.104 0.037 0.537
6 H 1.217 1.900 0.519
7 H 2.575 0.875 -0.143
8 H -0.635 -1.291 -0.993
9 H -0.264 -1.737 0.731

---

Record 19
The following is a quantum chemistry calculation of 2 unconnected molecules or ions with the total composition C3H4OS at a distorted geometry, from OMol25.

Calculated total energy = -16052.3846 eV
Energy relative to the best compared isomer or geometry (same formula, charge and spin) = 132.0 kcal/mol
LUMO level (alpha / beta) = -2.33 / -1.80 eV
Kohn-Sham gap (alpha / beta) = 0.2697 / 0.3013 Ha
Highest occupied orbital energy (alpha / beta) = -9.7 / -10.0 eV

Geometry (Å):
1 C -2.221 -1.677 0.921
2 C -1.233 -1.269 0.385
3 C 0.898 1.316 -0.269
4 O 2.056 -0.940 -0.983
5 S 0.818 -0.237 -1.263
6 H -3.066 -2.019 1.454
7 H 0.124 1.301 0.490
8 H 0.744 2.163 -0.929
9 H 1.880 1.361 0.194

---

Record 20
The following is a quantum chemistry calculation of a single C3H4OS molecule at a distorted geometry, from OMol25.

Calculated total energy = -16057.1085 eV
Energy relative to the best compared isomer or geometry (same formula, charge and spin) = 23.1 kcal/mol
LUMO level = -1.59 eV
Kohn-Sham gap = 0.2825 Ha
SMILES = CC(=O)C=S
Highest occupied orbital energy = -9.3 eV

Geometry (Å):
1 C -0.605 -0.380 0.181
2 C 0.049 0.997 -0.073
3 O -0.582 2.055 -0.098
4 C 1.572 0.963 -0.237
5 S 2.467 -0.349 0.227
6 H 0.070 -0.839 1.024
7 H -0.545 -1.030 -0.622
8 H -1.614 -0.273 0.487
9 H 2.075 1.891 -0.654